DFT (ωB97M-V with the def2-TZVPD basis set) results for a molecular structure, C37H56N6NdO3PS3Si.

Last column: Mulliken charge in e.
Element x y z (Å)
Nd -0.1066 0.4454 -0.0306  -0.852
C -1.1137 3.8121 -0.5635  -1.528
N 0.0299 2.9937 -1.0283  1.873
C 1.2876 3.6072 -0.5549  -1.545
C 1.7089 3.1179 0.8190  -0.710
N 2.2476 1.7382 0.7774  1.964
C 2.5514 1.2753 2.1499  -1.015
C 3.4552 1.7090 -0.0295  -1.317
C 4.6306 2.2692 0.4626  -0.582
C 5.7942 2.2532 -0.2890  -0.868
C 5.7743 1.6723 -1.5524  -0.725
C 4.6018 1.1236 -2.0461  -0.919
C 3.4172 1.1337 -1.2956  1.296
S 1.9508 0.4472 -1.9607  -0.045
C -0.0651 2.9216 -2.4835  -0.383
C 0.5756 3.8601 -3.2820  -0.448
C 0.4591 3.8255 -4.6650  -1.041
C -0.3305 2.8514 -5.2562  -0.784
C -0.9965 1.9303 -4.4588  -0.804
C -0.8782 1.9487 -3.0688  1.232
S -1.8131 0.7797 -2.1296  -0.538
H -2.0415 3.3376 -0.8639  0.167
H -1.0564 4.8141 -1.0030  0.397
H -1.0926 3.8885 0.5182  0.492
H 1.1828 4.6965 -0.5082  0.356
H 2.0780 3.3774 -1.2635  0.856
H 0.8736 3.1441 1.5241  -0.133
H 2.4772 3.7979 1.2044  0.783
H 2.9830 2.0730 2.7628  0.326
H 3.2475 0.4455 2.1034  0.475
H 1.6498 0.9363 2.6441  -0.128
H 4.6427 2.7205 1.4501  0.341
H 6.7018 2.6919 0.1069  0.424
H 6.6770 1.6470 -2.1520  0.401
H 4.5728 0.6739 -3.0334  0.494
H 1.1860 4.6320 -2.8280  0.403
H 0.9791 4.5596 -5.2695  0.411
H -0.4313 2.8071 -6.3347  0.397
H -1.6234 1.1670 -4.9045  0.465
C -3.9124 0.0441 0.3322  0.238
Si -3.4604 1.5193 1.4283  0.232
C -4.2114 1.2438 3.1433  -1.230
C -4.4245 2.9574 0.7074  -1.326
N -1.7555 1.5748 1.5863  1.103
C -1.2691 2.2859 2.6896  -0.596
C -0.4370 1.6578 3.6380  -0.540
C 0.0943 2.3368 4.7269  -0.316
C -0.2014 3.6764 4.9425  -0.714
C -1.0610 4.3123 4.0552  -0.843
C -1.5863 3.6372 2.9592  0.206
H -4.6508 -0.6147 0.8093  0.487
H -3.0328 -0.5506 0.0821  -1.132
H -4.3355 0.3832 -0.6197  0.493
H -5.0902 0.5880 3.1100  0.426
H -4.5319 2.1966 3.5832  0.307
H -3.4732 0.8087 3.8312  0.267
H -5.4935 2.7152 0.7694  0.438
H -4.1813 3.1247 -0.3490  0.322
H -4.2670 3.8969 1.2502  0.337
H -0.2311 0.6027 3.5100  0.339
H 0.7336 1.8064 5.4251  0.420
H 0.2124 4.2074 5.7902  0.384
H -1.3262 5.3522 4.2120  0.423
H -2.2633 4.1565 2.2888  0.156
C 1.5631 -5.1531 0.7589  -0.230
N 1.0835 -4.6827 2.0528  0.292
C 0.3417 -5.4236 2.9674  -0.230
C 0.0713 -4.6200 4.0103  -0.729
N 0.6508 -3.3957 3.7083  0.120
C 1.3020 -3.4250 2.5144  -0.333
S 2.1215 -2.1652 1.7799  -0.164
H 1.1693 -6.1537 0.5916  0.277
H 2.6520 -5.1829 0.7555  0.385
H 1.2250 -4.4795 -0.0260  -0.254
H 0.0705 -6.4504 2.7852  0.448
H -0.4664 -4.8101 4.9239  0.441
H 0.6656 -2.5749 4.2872  0.223
C -2.8434 -2.3750 3.0397  -1.683
C -1.7479 -1.6769 2.3696  0.358
N -0.9236 -1.0884 1.8384  0.655
H -3.7871 -1.9453 2.7035  0.265
H -2.7667 -2.2388 4.1182  0.458
H -2.8169 -3.4385 2.8038  0.402
C -0.5495 -3.5475 -5.4521  -1.299
C -1.1891 -2.8152 -4.2950  -0.090
O -0.5608 -3.2050 -3.0555  -0.301
P 0.1034 -2.0310 -2.1278  0.557
O -0.8843 -2.1479 -0.7753  0.108
C -2.0592 -2.9672 -0.7601  -0.376
C -1.7195 -4.3658 -0.2901  -0.995
O 1.2897 -2.9314 -1.4784  -0.235
C 2.6784 -2.8449 -1.8409  0.043
C 2.8967 -2.9150 -3.3391  -1.332
H -1.0499 -3.2779 -6.3858  0.411
H -0.6316 -4.6272 -5.3113  0.301
H 0.5065 -3.2876 -5.5345  0.250
H -2.2485 -3.0641 -4.2224  0.362
H -1.1117 -1.7318 -4.4256  0.108
H -2.5157 -2.9888 -1.7470  0.456
H -2.7638 -2.4901 -0.0834  0.285
H -1.0438 -4.8502 -0.9975  0.228
H -2.6340 -4.9622 -0.2110  0.527
H -1.2338 -4.3309 0.6912  -0.202
H 3.1533 -3.6833 -1.3329  0.338
H 3.0932 -1.9251 -1.4379  0.029
H 2.4455 -3.8165 -3.7620  0.318
H 3.9688 -2.9240 -3.5512  0.472
H 2.4646 -2.0337 -3.8263  0.264

## Properties
F_max (hartree/bohr): 0.0184
Energy (eV): -119316.156
⟨S²⟩: 3.753
E_LUMO (alpha / beta) (Eh): 0.0033 / 0.0033
Charge: 0
Spin multiplicity: 4
Orbital gap (alpha / beta) (hartree): 0.2546 / 0.2550
Energy relative to the best compared isomer or geometry (same formula, charge and spin) (eV): 0.000
HOMO (alpha / beta) (hartree): -0.251 / -0.252